Entry 1:
# C37H37AsF6NO2Pt

A structure of composition C37H37AsF6NO2Pt (the ωB97M-V functional and the def2-TZVPD basis, the OMol25 dataset).

CARTESIAN COORDINATES (ANGSTROEM)
Pt: -0.220701 0.050441 -0.032160
C: -0.089693 1.782066 3.341487
C: 0.575064 1.527113 2.050415
C: 0.094489 2.129226 0.810528
C: 0.840955 2.025434 -0.372948
C: 0.565758 2.921608 -1.540383
C: 1.797616 0.958651 -0.412502
C: 2.260350 0.310578 0.771565
C: 3.292941 -0.745269 0.672500
C: 1.657247 0.650856 1.989587
H: -0.955324 1.111220 3.407996
H: -0.474094 2.797766 3.416260
H: 0.570723 1.556679 4.176071
H: -0.719540 2.839063 0.859703
H: -0.479952 2.873205 -1.851084
H: 1.220409 2.708025 -2.385937
H: 0.755138 3.954138 -1.240109
H: 2.327540 0.755987 -1.338033
H: 2.858129 -1.596301 0.131818
H: 3.623009 -1.089742 1.648964
H: 4.148585 -0.397322 0.090166
H: 2.028319 0.207053 2.905423
N: -0.177080 -0.232778 -2.083953
C: -1.415333 -0.311077 -2.820531
C: -1.737610 0.750463 -3.660175
C: -2.903416 0.679513 -4.403772
C: -3.722796 -0.438392 -4.295090
C: -3.382280 -1.489853 -3.450128
C: -2.220341 -1.432507 -2.699701
H: 0.379825 0.517361 -2.490128
H: 0.337373 -1.120083 -2.108826
H: -1.077536 1.605597 -3.758999
H: -3.167184 1.486056 -5.073627
H: -4.632630 -0.491632 -4.877640
H: -4.029075 -2.352686 -3.365307
H: -1.976341 -2.226183 -2.005489
C: -3.398668 1.036959 -0.451246
C: -3.169571 0.239463 0.819823
O: -1.851332 -0.272596 1.012400
C: -4.082021 -1.008105 0.819432
F: -5.362197 -0.675690 0.695033
F: -3.925903 -1.729749 1.930122
F: -3.749811 -1.782039 -0.233975
C: -3.517621 1.143854 2.030430
F: -2.750417 2.265942 1.961839
F: -3.258965 0.557178 3.198325
F: -4.781064 1.529976 2.008232
H: -3.268916 0.405231 -1.323545
H: -2.719274 1.888032 -0.493726
H: -4.417437 1.423170 -0.463676
O: 0.227755 -1.889641 -0.163204
As: -0.010985 -3.630951 -0.044950
C: 0.672107 -4.075129 1.668956
C: 0.865393 -5.420008 1.976624
C: 1.306137 -5.764770 3.245034
C: 1.530311 -4.777670 4.196408
C: 1.314142 -3.440095 3.888613
C: 0.883226 -3.082307 2.620056
C: 1.133324 -4.184196 -1.451797
C: 0.789697 -3.929350 -2.782652
C: 1.660179 -4.303084 -3.792539
C: 2.863396 -4.927707 -3.477677
C: 3.205271 -5.169909 -2.155013
C: 2.344706 -4.791978 -1.132722
C: -1.784039 -4.270955 -0.186114
C: -2.559364 -4.251226 0.972403
C: -3.812350 -4.839056 0.956500
C: -4.278244 -5.448401 -0.202106
C: -3.492633 -5.486385 -1.348461
C: -2.234716 -4.906394 -1.345512
H: 0.674623 -6.197967 1.245563
H: 1.465044 -6.805091 3.493767
H: 1.866705 -5.054484 5.186419
H: 1.470420 -2.683410 4.645985
H: 0.689859 -2.044616 2.374164
H: -0.155465 -3.462664 -3.041943
H: 1.396762 -4.125551 -4.826640
H: 3.533797 -5.230844 -4.270704
H: 4.139715 -5.659282 -1.916282
H: 2.615465 -4.985909 -0.102161
H: -2.186899 -3.797989 1.883305
H: -4.421849 -4.833625 1.849837
H: -5.253379 -5.917240 -0.205858
H: -3.849086 -5.994235 -2.234398
H: -1.607669 -4.986281 -2.223032

Cartesian forces, eV/Å:
0.23 0.15 0.41
-0.12 0.03 -0.05
0.02 -0.02 -0.07
-0.15 0.00 0.32
0.02 0.01 -0.21
0.06 -0.04 -0.06
0.16 0.14 0.00
0.04 -0.04 -0.12
0.01 -0.03 -0.02
-0.10 -0.02 0.08
-0.05 -0.01 0.04
-0.01 0.02 -0.01
0.01 0.03 0.00
-0.06 0.03 0.07
0.00 0.03 0.04
-0.03 -0.02 -0.01
0.04 0.00 0.00
0.02 0.03 0.01
0.00 0.00 0.02
0.01 0.01 0.00
0.01 0.00 0.01
-0.01 -0.02 0.00
-0.40 0.07 -0.18
0.22 0.11 0.05
-0.11 0.08 -0.06
0.10 0.05 0.03
-0.06 -0.01 -0.04
0.08 -0.08 0.09
-0.15 -0.12 -0.05
0.08 -0.12 -0.04
0.04 -0.08 0.06
-0.02 -0.01 -0.01
0.00 0.00 0.00
-0.01 0.00 0.00
0.00 0.00 -0.01
0.00 0.00 0.01
-0.01 0.01 -0.01
0.17 0.00 0.13
-0.16 -0.12 -0.25
-0.10 0.01 0.02
0.11 -0.12 -0.02
-0.05 0.05 -0.15
-0.04 0.02 0.08
0.06 0.09 0.03
0.07 -0.11 0.04
0.05 0.06 -0.09
0.07 -0.05 0.02
0.00 -0.01 0.00
0.02 0.00 -0.01
0.01 0.01 0.01
-0.05 -0.13 -0.33
-0.03 0.17 0.30
-0.06 -0.01 0.01
0.00 -0.01 0.00
0.00 0.00 0.01
0.00 0.01 -0.01
0.00 -0.02 0.01
0.02 0.01 -0.03
0.04 0.00 -0.01
0.02 0.03 0.01
-0.01 0.00 0.00
0.01 0.00 0.02
0.00 0.00 -0.03
-0.02 -0.03 0.01
0.05 -0.08 -0.01
0.02 -0.03 0.04
-0.02 0.00 -0.02
0.00 0.01 0.01
0.00 0.01 0.00
-0.01 0.05 -0.01
-0.01 0.01 0.00
0.00 0.00 0.00
0.00 0.00 0.00
0.00 0.00 0.00
0.00 -0.02 0.01
0.00 -0.01 0.00
0.00 0.00 0.00
0.00 0.00 0.00
0.00 0.00 0.00
0.00 0.01 -0.01
0.00 0.01 -0.01
0.00 0.00 0.01
0.00 0.00 0.00
0.00 0.00 0.00
0.01 0.00 -0.02

- highest occupied orbital energy (alpha / beta) (eV) = -16.867 / -16.867
- total charge = +3
- multiplicity = 1

Entry 2:
# C37H37BF3NO5

A cluster of 2 separate species, C37H37BF3NO5 in total (the ωB97M-V functional and the def2-TZVPD basis, the OMol25 dataset).

CARTESIAN COORDINATES (ANGSTROEM)
C: -6.659466 -5.589713 2.753950
O: -6.410193 -4.394153 1.983326
C: -5.123830 -4.041173 1.720356
C: -4.928162 -2.880765 0.931805
C: -3.653542 -2.446285 0.642474
C: -2.507880 -3.112249 1.148401
C: -1.161641 -2.621669 0.837409
C: -0.963762 -1.815322 -0.299493
C: 0.154581 -0.998282 -0.541514
C: 0.397576 -0.503168 -1.903725
C: 1.699792 -0.184338 -2.308765
C: 1.952143 0.327880 -3.575627
C: 0.899842 0.475827 -4.487424
C: -0.406503 0.165594 -4.099057
C: -0.660470 -0.322751 -2.814822
C: -0.031665 -3.010405 1.683111
C: -0.198031 -3.106323 3.084820
C: 0.840520 -3.457952 3.913302
C: 2.093559 -3.815450 3.356397
O: 3.068222 -4.167467 4.235010
C: 4.362730 -4.558436 3.731943
C: 2.272370 -3.765762 1.953557
C: 1.231311 -3.340411 1.144326
C: -2.726453 -4.295119 1.899445
C: -3.997895 -4.757635 2.192812
H: -7.746689 -5.631733 2.833558
H: -6.284561 -6.482735 2.235164
H: -6.208547 -5.523503 3.753636
H: -5.804563 -2.349949 0.564280
H: -3.523034 -1.548149 0.036230
H: -1.755835 -1.845017 -1.053503
H: 1.041328 -1.132733 0.081817
H: 2.514921 -0.332497 -1.606934
H: 2.983144 0.547508 -3.854569
H: 1.099909 0.857926 -5.487268
H: -1.236146 0.262907 -4.802474
H: -1.687483 -0.563340 -2.525441
H: -1.166762 -2.864996 3.524330
H: 0.724816 -3.477883 4.994645
H: 4.940228 -4.765894 4.633369
H: 4.290529 -5.462627 3.111539
H: 4.830817 -3.745729 3.159125
H: 3.236634 -4.032676 1.512030
H: 1.394342 -3.284311 0.066581
H: -1.880737 -4.877870 2.264971
H: -4.134147 -5.665018 2.787863
C: -4.932071 2.409287 0.018479
O: -4.028939 3.230488 -0.751545
C: -2.693265 2.974706 -0.717083
C: -2.111530 1.866578 -0.039993
C: -0.729279 1.807479 0.027583
C: 0.072314 2.785640 -0.587469
N: 1.424085 2.510556 -0.276026
C: 2.583399 3.199116 -0.760100
O: 3.717594 2.816987 -0.565558
O: 2.264132 4.308430 -1.463992
C: 3.344269 5.112347 -2.094186
C: 4.198839 4.246704 -2.990961
C: 4.192632 5.753946 -1.019703
C: 2.620680 6.170588 -2.913006
C: 1.457916 1.359291 0.523904
B: 2.877325 0.793625 1.096218
F: 2.468347 -0.260628 1.944033
F: 3.599466 0.261436 0.008662
F: 3.492191 1.800899 1.812408
C: 0.174943 0.815435 0.599700
C: -0.475717 3.843021 -1.290454
C: -1.858593 3.922682 -1.379456
H: -5.920530 2.791095 -0.245287
H: -4.841460 1.352755 -0.264200
H: -4.747536 2.533506 1.092722
H: -2.710254 1.115646 0.491781
H: 3.583428 3.760622 -3.759668
H: 4.951120 4.868997 -3.493953
H: 4.709915 3.493187 -2.385193
H: 3.577548 6.404248 -0.385445
H: 4.665876 4.973778 -0.416590
H: 4.974728 6.368521 -1.483232
H: 1.997278 6.812002 -2.276763
H: 3.351641 6.811621 -3.421799
H: 1.985644 5.711565 -3.682054
H: -0.219273 0.097016 1.317729
H: 0.156957 4.583473 -1.754395
H: -2.345135 4.727202 -1.926079

Cartesian forces, eV/Å:
0.11 0.45 -0.29
0.39 -0.28 0.12
0.48 -0.07 0.09
-0.29 -0.61 0.31
0.38 -0.05 0.29
-0.57 -0.66 -0.10
0.56 0.79 -1.23
-1.17 -0.86 1.09
1.67 -0.20 -0.45
-0.35 0.27 -0.47
-0.02 0.09 0.07
-0.23 -0.38 -0.15
0.03 0.18 0.29
0.03 -0.27 0.17
0.18 0.12 -0.14
0.25 -0.13 0.49
-0.04 0.18 -0.24
0.76 -0.34 -0.14
-0.07 0.25 -0.39
-0.05 -0.06 -0.50
-0.47 0.21 0.11
0.16 -0.04 0.70
-0.36 0.02 0.11
0.27 0.43 -0.18
-0.84 0.27 -0.18
0.21 -0.09 0.05
-0.07 0.24 0.08
-0.11 0.04 -0.24
0.19 -0.12 0.09
-0.06 -0.22 0.26
0.24 0.26 0.45
-0.28 -0.27 -0.48
-0.06 0.13 -0.08
-0.31 0.03 0.00
-0.08 -0.10 0.19
0.30 0.07 0.20
0.40 0.20 -0.16
0.28 0.02 -0.12
0.03 -0.02 -0.22
0.01 0.00 -0.23
-0.03 0.20 0.15
-0.15 -0.17 0.17
-0.44 0.14 0.15
-0.12 -0.12 0.32
-0.14 0.24 -0.17
0.14 0.37 -0.29
0.61 0.47 -0.51
-0.43 -0.35 0.13
1.04 -0.42 0.33
-0.93 0.81 -0.25
0.64 -0.03 -0.75
-0.41 0.23 0.10
-0.36 -0.97 0.43
1.59 -0.12 0.02
-1.83 0.50 -0.22
-0.08 -0.43 0.24
0.06 0.05 -0.04
0.20 -0.42 -0.25
0.07 0.10 0.42
-0.39 0.06 -0.04
1.00 0.95 -1.29
-0.74 -0.34 0.12
0.28 -0.42 0.21
0.34 -0.17 0.45
0.42 -0.21 0.22
-1.53 0.75 0.56
-0.46 0.01 -0.23
-0.66 -0.66 0.53
0.13 -0.19 0.15
-0.07 0.17 0.05
0.00 -0.07 -0.17
0.19 0.40 -0.30
0.14 0.03 0.16
-0.22 -0.09 0.11
-0.05 0.12 -0.36
0.15 -0.16 -0.04
-0.04 0.28 -0.01
-0.18 -0.14 0.06
0.10 -0.17 -0.10
-0.09 -0.19 0.16
0.11 0.06 0.19
0.72 0.51 0.27
-0.19 -0.03 0.00
0.12 -0.11 0.17

- highest occupied orbital energy (eV) = -7.711
- multiplicity = 1

Entry 3:
# C37H37BiN4P

A structure of composition C37H37BiN4P (the ωB97M-V functional and the def2-TZVPD basis, the OMol25 dataset).

CARTESIAN COORDINATES (ANGSTROEM)
Bi: -1.568451 -1.081770 -0.159727
C: 2.058070 1.977037 3.709827
C: 2.213314 2.595047 2.340201
C: 2.883894 3.812995 2.231973
C: 3.117030 4.415952 1.004151
C: 2.693109 3.795508 -0.160576
C: 2.011083 2.591654 -0.073992
C: 1.746308 1.991579 1.160839
P: 0.731795 0.465461 1.060680
C: -0.433668 0.695566 2.478036
C: -1.234422 1.831284 2.251165
C: -2.275842 2.166755 3.093814
C: -2.561378 1.350953 4.183400
C: -1.789038 0.229470 4.409628
C: -0.717807 -0.123638 3.579453
C: 0.064955 -1.357355 3.965544
C: 1.937618 -0.885973 1.240373
C: 3.290468 -0.622134 1.481733
C: 4.250453 -1.609251 1.334150
C: 3.861926 -2.875498 0.914628
C: 2.525308 -3.143887 0.677813
C: 1.530683 -2.173224 0.844551
C: 0.099538 -2.549107 0.647724
H: 2.907854 2.249764 4.338594
H: 2.004786 0.889708 3.659554
H: 1.145773 2.329161 4.200276
H: 3.240969 4.290436 3.139405
H: 3.641268 5.363234 0.958294
H: 2.877510 4.248854 -1.127463
H: 1.672048 2.095136 -0.977109
H: -1.030708 2.453419 1.381950
H: -2.882210 3.041854 2.890185
H: -3.403537 1.569001 4.828329
H: -2.019097 -0.413830 5.253735
H: 0.456658 -1.246411 4.980613
H: 0.902496 -1.555229 3.306894
H: -0.590692 -2.232831 3.965572
H: 3.600852 0.376321 1.765301
H: 5.294045 -1.385658 1.522926
H: 4.604574 -3.651658 0.764305
H: 2.227270 -4.135370 0.352280
H: -0.392613 -2.718728 1.615025
H: 0.016880 -3.473744 0.069919
N: -3.387551 -2.429592 1.929741
C: -4.366650 -1.909593 2.274181
C: -5.564936 -1.283633 2.672405
C: -5.620638 -0.502441 3.855988
N: -5.675061 0.135715 4.819865
C: -6.741192 -1.467672 1.892586
N: -7.698126 -1.616833 1.261263
C: 0.302269 -3.693134 -4.280360
C: 0.541688 -2.629772 -3.203021
C: 1.909190 -2.828297 -2.543704
C: 0.410851 -1.225435 -3.752676
C: 1.163453 -0.857896 -4.860422
C: 1.064650 0.404321 -5.420545
C: 0.137955 1.293002 -4.892289
C: -0.666005 0.974090 -3.803770
C: -1.765541 1.973675 -3.455499
C: -1.653942 2.639824 -2.080380
C: -3.159611 1.362404 -3.657447
C: -0.490243 -0.294810 -3.150927
N: -1.195735 -0.582402 -2.018782
H: 0.223772 -4.687724 -3.829653
H: 1.126201 -3.716393 -5.001419
H: -0.621868 -3.491374 -4.827633
H: -0.224529 -2.747268 -2.439252
H: 2.710524 -2.694186 -3.278656
H: 2.001331 -3.834593 -2.116668
H: 2.061131 -2.100676 -1.743860
H: 1.856111 -1.574958 -5.293782
H: 1.676865 0.682449 -6.271096
H: 0.012797 2.263818 -5.364405
H: -1.663454 2.777858 -4.189269
H: -1.887003 1.936124 -1.283856
H: -2.359828 3.473920 -2.013950
H: -0.649489 3.032623 -1.911725
H: -3.290816 0.504413 -2.998887
H: -3.284278 1.027057 -4.690524
H: -3.941367 2.096536 -3.435544

Cartesian forces, eV/Å:
0.12 0.03 -0.20
-0.05 0.05 -0.10
0.05 -0.02 0.02
0.02 -0.02 0.01
-0.01 -0.02 0.03
0.00 -0.01 -0.02
-0.04 -0.02 0.06
-0.03 0.00 -0.16
0.08 0.07 0.49
-0.09 -0.12 0.05
0.03 -0.09 0.01
0.04 0.01 -0.03
-0.05 0.01 0.02
0.06 -0.03 -0.03
0.07 0.05 -0.03
-0.10 0.08 0.01
0.05 0.06 -0.09
0.00 -0.03 0.02
-0.04 0.04 -0.01
-0.02 -0.01 -0.02
-0.01 -0.07 0.12
-0.02 -0.15 0.08
-0.06 0.25 0.14
-0.03 0.01 -0.02
0.01 0.02 0.01
0.02 -0.06 -0.04
0.00 -0.02 -0.04
-0.02 -0.02 0.01
0.00 -0.04 0.04
-0.06 0.05 -0.01
-0.03 -0.04 0.04
0.04 -0.04 0.00
0.03 -0.04 -0.03
-0.01 0.03 -0.06
-0.03 0.01 -0.03
0.05 -0.01 -0.03
0.03 0.05 -0.02
-0.03 -0.02 -0.01
-0.05 0.00 -0.01
-0.05 0.03 0.02
0.02 0.06 0.04
0.12 -0.06 -0.08
-0.04 0.06 0.03
0.02 -0.01 0.10
-0.22 0.14 0.12
-0.12 0.00 -0.03
0.05 -0.24 -0.33
0.05 0.00 0.00
0.32 0.06 0.22
0.02 0.00 0.01
-0.03 0.02 0.01
0.17 0.00 -0.07
-0.04 0.00 -0.03
-0.15 0.15 0.11
0.03 -0.02 0.01
0.00 0.00 0.02
0.03 -0.05 0.00
-0.05 -0.18 0.05
-0.03 -0.14 0.17
0.01 -0.05 -0.05
0.08 0.02 0.01
0.22 -0.11 -0.01
-0.32 0.44 -0.65
0.04 0.06 -0.03
-0.08 0.00 0.03
0.05 -0.03 0.03
-0.06 0.00 0.05
-0.05 -0.03 0.05
0.00 0.12 -0.05
0.02 -0.05 -0.10
-0.05 0.02 0.04
-0.04 -0.01 0.03
-0.02 -0.03 0.04
0.03 0.03 -0.05
0.03 -0.05 0.05
0.03 -0.04 0.01
0.03 0.00 0.02
-0.01 0.00 0.00
0.00 0.01 0.06
0.07 -0.04 -0.02

- highest occupied orbital energy (eV) = -4.640
- total charge = -1
- multiplicity = 1
- energy relative to the best compared isomer or geometry (same formula, charge and spin) (kcal per mole) = 16.2